A molecular structure, C42H33HgNO2P2S2, computed with ωB97M-V/def2-TZVPD.

XYZ file:
```
83
Properties=species:S:1:pos:R:3:lowdin_charge:R:1
Hg -1.34219 1.73422 -1.00654 0.446
O 2.20231 -3.00111 -1.18479 -0.509
S 1.61969 -1.63499 -1.00886 0.914
C -0.15663 -1.84899 -1.29342 -0.355
C -0.76408 -1.62896 -2.52580 -0.102
C -2.11292 -1.89209 -2.69252 -0.094
C -2.85766 -2.36639 -1.62552 -0.078
C -2.25466 -2.57491 -0.39675 -0.090
C -0.89612 -2.33288 -0.20314 -0.343
P -0.03868 -2.67619 1.39700 1.109
C -1.37861 -2.46676 2.64285 -0.374
C -1.33715 -3.26293 3.78735 -0.109
C -2.23068 -3.06617 4.82998 -0.097
C -3.18686 -2.06533 4.74497 -0.103
C -3.23448 -1.26238 3.61368 -0.078
C -2.33532 -1.45484 2.57508 -0.106
C -0.08763 -4.54114 1.27033 -0.355
C -1.23234 -5.33716 1.30888 -0.100
C -1.14739 -6.71815 1.23121 -0.097
C 0.09309 -7.33417 1.11007 -0.109
C 1.24038 -6.55824 1.06442 -0.094
C 1.14710 -5.17370 1.14668 -0.107
C 2.03989 -0.73633 -2.51761 -0.399
C 2.26407 -1.49122 -3.65928 -0.093
C 2.65050 -0.86757 -4.83445 -0.082
C 2.83799 0.50562 -4.84444 -0.083
C 2.66380 1.24927 -3.68592 -0.082
C 2.26456 0.64922 -2.49160 -0.355
P 2.04903 1.56447 -0.88639 1.032
C 2.58581 3.24723 -1.37547 -0.387
C 3.73722 3.85381 -0.88283 -0.077
C 4.02574 5.17756 -1.18963 -0.090
C 3.16960 5.91292 -1.99421 -0.102
C 2.01018 5.32157 -2.48041 -0.093
C 1.71688 4.00591 -2.16296 -0.145
C 3.53218 0.93307 -0.01350 -0.396
C 4.66685 0.43079 -0.64612 -0.089
C 5.72512 -0.06326 0.10283 -0.087
C 5.65961 -0.05738 1.49016 -0.095
C 4.53323 0.44294 2.12771 -0.074
C 3.47193 0.92970 1.37787 -0.085
H -0.19973 -1.21746 -3.34849 0.096
H -2.58286 -1.70040 -3.64862 0.101
H -3.91442 -2.57062 -1.74675 0.101
H -2.85465 -2.92490 0.43289 0.095
H -0.59375 -4.04826 3.86701 0.103
H -2.17207 -3.69174 5.71241 0.094
H -3.88281 -1.90358 5.55897 0.093
H -3.96442 -0.46482 3.54626 0.100
H -2.33876 -0.78893 1.72232 0.093
H -2.20671 -4.87582 1.41772 0.098
H -2.04961 -7.31717 1.26833 0.095
H 0.16047 -8.41385 1.05086 0.092
H 2.21111 -7.02755 0.96099 0.096
H 2.04169 -4.56528 1.08557 0.088
H 2.14235 -2.56609 -3.60175 0.113
H 2.81358 -1.45045 -5.73229 0.100
H 3.15088 1.00369 -5.75423 0.099
H 2.86582 2.31211 -3.70756 0.094
H 4.41194 3.29349 -0.24823 0.099
H 4.92370 5.63471 -0.79203 0.098
H 3.39682 6.94459 -2.23306 0.094
H 1.32297 5.89275 -3.09248 0.099
H 0.79088 3.56281 -2.51503 0.067
H 4.72395 0.41927 -1.72838 0.107
H 6.60030 -0.45883 -0.39823 0.097
H 6.48180 -0.45585 2.07219 0.095
H 4.46592 0.44059 3.20852 0.102
H 2.58149 1.29732 1.86986 0.083
S 0.14812 4.51515 1.41475 0.618
C 0.27062 2.96227 1.63881 -0.631
O -0.19105 0.01962 1.32346 -0.369
N -0.03656 0.65909 2.50303 -0.230
C 0.60840 0.11908 3.53211 -0.115
C 0.71527 0.72577 4.76679 -0.131
C 0.01344 1.94528 4.94520 -0.147
C -0.64804 2.53511 3.92313 -0.108
C -0.55952 2.00512 2.53022 -0.409
H 1.04165 -0.84754 3.32285 0.099
H 1.24153 0.23073 5.56788 0.068
H -0.01945 2.40615 5.92686 0.090
H -1.18437 3.46560 4.05056 0.084
H -1.53151 1.98384 2.00973 0.099
```

For the HOMO-LUMO gap (spin up / spin down), the calculation gives 5.731 / 5.512 eV. The HOMO energy (spin up / spin down) comes out at -3.14 / -3.17 eV. As for the energy: -94094.5533 eV. As for the multiplicity: 2. As for the energy relative to the best compared isomer or geometry (same formula, charge and spin): 267.7 kJ/mol. Its charge is -1.